The following is a quantum chemistry calculation of a 26-piece molecular cluster, C31H11Cl101O3 overall, from the OMol25 dataset.

Structure (XYZ):
```
146
Properties=species:S:1:pos:R:3:forces:R:3:lowdin_charge:R:1
Cl 3.1580 -2.1850 0.4352 0.27 0.04 -0.10 0.499
Cl -5.8460 2.8344 6.4886 0.16 0.07 -0.34 0.493
Cl -4.0390 3.4833 -2.3719 -0.58 -0.50 0.82 0.476
Cl 0.7281 -4.8465 -0.2654 -0.14 0.17 -0.19 0.502
Cl 10.6885 2.8779 -0.7229 -0.09 -0.07 -0.29 0.507
Cl 7.6537 0.9389 0.7887 0.24 0.00 0.83 0.443
Cl 14.3321 2.1501 2.7196 -0.05 -0.30 -0.06 0.521
Cl 5.6035 -3.6763 -0.0084 -0.18 0.31 -0.11 0.508
Cl 13.5655 -0.3559 3.9642 0.09 0.13 -0.27 0.520
Cl 13.1326 0.0457 1.1242 0.61 -0.06 0.02 0.467
Cl 9.2961 2.7261 -8.7778 -0.03 0.16 0.26 0.519
Cl -7.3333 8.3960 6.7125 0.24 0.06 -0.15 0.507
Cl -2.5246 -0.0350 0.1768 0.16 0.62 2.10 0.602
Cl -6.5916 -3.2004 -3.1751 -0.07 0.08 -0.24 0.517
Cl -11.6559 7.4019 4.5992 -0.04 -0.18 0.25 0.519
Cl -11.3751 6.8427 7.4327 -0.10 -0.01 -0.23 0.492
Cl 7.6656 4.7074 -7.4244 0.24 -0.18 0.04 0.519
Cl -7.7710 2.2268 9.0694 -0.27 -0.04 0.00 0.499
Cl -5.5553 1.8944 3.7592 0.05 0.17 0.23 0.538
Cl 10.5369 3.0573 -3.6132 0.22 -0.15 0.60 0.489
Cl 5.5567 5.1592 1.8676 -0.38 0.19 -1.17 0.488
Cl 6.5975 3.3085 6.4777 -0.04 0.10 -0.29 0.526
Cl 2.0183 -8.2263 -0.8769 -0.20 -0.13 -0.07 0.481
Cl -7.4465 -4.1341 -5.7856 0.34 0.50 0.05 0.472
Cl -4.8336 2.7343 -6.8703 -0.83 -0.63 -0.69 0.455
Cl 3.4570 -13.9803 -2.0474 0.08 0.23 -0.15 0.519
Cl -12.5276 -6.0813 -5.9516 0.24 -0.18 0.02 0.523
Cl -5.5350 -1.9651 -5.5782 -0.16 -0.56 0.43 0.494
Cl 11.3911 0.5853 -2.3575 -0.17 0.21 0.06 0.527
Cl -8.3028 -1.5339 -4.8224 0.22 -0.19 0.00 0.525
Cl 1.3704 2.0451 -4.3675 0.28 -0.07 0.22 0.513
Cl -5.4024 -6.2518 -8.2736 -0.03 -0.17 0.22 0.514
Cl -11.1622 4.6880 5.4970 -0.25 0.37 -0.13 0.489
Cl 7.4086 4.7169 4.0756 -0.47 0.64 1.71 0.441
Cl 10.4761 4.4392 -6.7552 -0.19 -0.11 -0.08 0.504
Cl -0.0481 -3.3232 -5.5747 0.03 0.08 -0.64 0.480
Cl -9.6520 -6.0504 -5.5647 -0.95 -0.19 0.18 0.436
Cl -10.8727 -8.1065 -7.2086 -0.02 0.14 0.21 0.512
Cl -6.4639 0.3703 -7.2217 0.08 0.61 -0.46 0.476
Cl -3.8517 -3.0447 1.6933 -0.17 -0.24 -0.01 0.495
Cl 3.4263 -12.5933 -4.5958 0.07 0.03 0.25 0.517
Cl 6.9512 -8.8209 2.1088 -0.12 0.30 -0.03 0.523
Cl 15.8280 -0.2697 2.1500 -0.28 0.11 0.05 0.522
Cl -9.9662 4.0222 8.4684 0.22 -0.44 0.21 0.480
Cl -7.3576 -7.7612 -6.7506 0.67 -0.05 -0.18 0.482
Cl -9.4460 1.7433 6.7499 0.01 0.08 0.26 0.505
Cl 2.7896 4.0822 -2.8711 -0.27 -0.31 -0.02 0.515
Cl 7.5476 -6.0243 1.6157 -0.20 -0.20 0.05 0.504
Cl 1.7792 5.6381 9.0885 0.23 -0.17 -0.02 0.517
Cl 4.0475 -2.7424 -2.2712 0.19 0.08 0.29 0.515
Cl 0.4566 2.7822 -1.7187 0.63 -0.28 0.13 0.512
Cl 4.4985 3.2229 -0.0152 0.36 0.29 0.18 0.484
Cl 5.5179 -6.7552 3.5559 0.12 -0.06 -0.28 0.520
Cl -5.9890 1.3597 -2.6482 0.06 0.18 0.08 0.511
Cl 1.7041 -4.3082 -7.6662 -0.27 0.07 0.07 0.518
Cl -5.8506 8.3430 4.2202 0.00 0.11 0.25 0.501
Cl -3.7471 -5.8764 2.3126 -0.16 0.21 -0.13 0.518
Cl -3.7752 4.7003 -5.1837 0.78 0.63 -0.06 0.457
Cl 0.0312 -5.1591 -3.0650 0.07 0.26 0.46 0.470
Cl 8.6227 1.4341 -2.1624 0.40 0.11 -0.46 0.484
Cl -6.8067 3.9598 -1.6429 0.15 -0.14 -0.07 0.521
Cl -5.6938 10.6657 5.9512 -0.02 -0.30 -0.01 0.516
Cl -11.2594 -8.1281 -4.3328 0.04 0.16 -0.24 0.521
Cl 3.1572 3.4415 10.3901 0.01 0.20 -0.22 0.520
Cl -4.7677 -8.9278 -7.3488 -0.11 0.24 0.06 0.519
Cl 5.7615 -12.4267 -2.8811 -0.27 -0.04 -0.04 0.516
Cl -4.5737 1.1444 -9.2840 -0.15 0.07 0.16 0.518
Cl 3.3026 -11.0845 -2.1221 1.11 -0.82 0.07 0.464
Cl 8.0931 0.5315 3.6318 0.22 0.06 -0.23 0.526
Cl 7.2425 4.1408 -0.2638 -0.41 0.27 -0.12 0.491
Cl -5.5241 4.7388 4.3260 0.10 -0.27 0.13 0.513
Cl -0.4672 -2.4998 -8.3257 0.07 -0.21 0.14 0.513
Cl -5.2013 2.2146 0.0066 -0.10 0.28 -0.49 0.544
Cl 8.8531 3.0448 2.3851 0.60 -1.34 -0.54 0.456
Cl 4.7513 5.1300 5.1722 0.38 0.00 -0.34 0.486
Cl -5.3050 -4.9431 0.0498 0.09 0.04 0.21 0.497
Cl 5.4946 -0.8401 -0.6265 -0.27 -0.28 -0.08 0.479
Cl 5.0242 -7.1513 0.7247 0.22 -0.02 0.20 0.486
Cl 8.5962 2.3670 -5.9855 -0.19 0.15 -0.56 0.486
Cl 0.8401 -9.8852 -2.9447 -1.03 0.70 0.00 0.482
Cl -6.1958 -4.3845 2.7545 0.23 -0.04 -0.19 0.521
Cl -1.2401 5.9822 -5.7970 -0.15 -0.26 0.09 0.538
Cl 5.4280 2.5999 3.9221 -0.07 0.14 0.25 0.494
Cl -1.7299 3.2635 -6.6763 0.26 0.26 0.27 0.510
Cl -3.2901 3.0749 5.1374 -0.30 0.06 0.03 0.559
Cl 10.3501 0.6193 1.8130 -0.67 0.14 0.28 0.470
Cl -4.9705 -6.7460 -5.4474 -0.06 -0.13 -0.24 0.504
Cl -0.7784 -7.9003 -1.5814 0.17 -0.48 0.18 0.502
Cl 0.6338 -2.5273 -2.0040 -0.28 -0.19 -0.01 0.489
Cl 2.9620 1.2940 -2.0700 -0.41 0.13 -0.10 0.477
Cl -1.0443 -5.2277 -7.5222 0.16 0.22 0.06 0.512
Cl -13.7313 5.9376 6.0009 0.31 0.06 0.00 0.521
Cl 4.6793 5.5698 9.1366 -0.24 -0.17 -0.04 0.513
Cl 0.0942 -10.2805 -0.1695 0.12 0.19 -0.19 0.530
Cl 5.0597 5.9387 -0.8878 0.07 -0.18 0.18 0.526
Cl -10.5104 1.3349 9.4178 0.20 0.16 -0.17 0.526
Cl 3.2112 3.6792 7.4989 -0.28 -0.01 0.56 0.474
Cl -1.3375 3.8209 -3.8611 -0.29 0.44 -0.62 0.450
Cl -6.9650 2.7292 -8.8426 0.21 -0.14 0.10 0.523
Cl -4.4406 8.1734 6.7495 -0.23 0.10 -0.15 0.511
Cl -1.8222 -3.8693 -1.2450 0.26 -0.06 -0.05 0.508
O -2.1571 0.1752 2.9232 -0.51 1.73 -2.75 -0.111
O 0.2783 5.2975 2.4598 0.54 -0.43 1.51 -0.096
O -2.8527 2.1068 1.7605 1.72 -5.09 0.10 -0.069
C 3.2066 4.5820 9.0287 -0.01 -0.05 0.02 -2.018
C -5.8295 8.8948 5.9085 -0.02 -0.02 0.03 -2.031
C -4.7749 -4.5619 1.7031 0.04 0.06 0.08 -2.026
C 6.0463 3.9389 4.9113 0.11 0.03 0.01 -1.982
C 5.5905 4.6161 0.1738 -0.10 0.04 0.08 -1.958
C 0.6949 4.0305 3.0227 1.27 -1.11 -0.50 -0.258
C 1.3004 1.5409 2.6598 0.29 -0.15 -1.51 -0.187
C -11.0780 -7.0913 -5.7642 -0.02 0.03 0.06 -2.008
C -5.6248 -7.4217 -6.9551 0.00 -0.09 0.00 -2.018
C 1.8967 2.5530 -2.7483 -0.06 0.04 -0.22 -1.975
C 6.2603 -7.1881 2.0011 -0.02 -0.06 0.05 -2.021
C 9.0081 3.5595 -7.2356 -0.12 -0.11 0.00 -2.018
C -5.0536 3.1355 4.9275 -0.06 0.05 -0.07 -1.993
C -0.1072 -4.1011 -1.6451 -0.02 -0.07 0.00 -1.988
C 14.2151 0.3925 2.4898 0.04 0.01 0.08 -2.015
C -2.0215 4.4422 -5.3799 0.00 0.03 0.00 -1.955
C -5.5013 2.7535 -1.6583 -0.02 -0.03 0.09 -1.987
C -5.7103 1.7458 -8.0566 -0.10 -0.02 0.09 -1.992
C -9.4241 2.3315 8.4265 -0.07 0.10 0.02 -2.007
C 0.2956 0.3650 3.0594 0.86 -0.14 0.94 -0.149
C 3.9871 -12.5209 -2.9110 0.07 0.05 0.18 -2.008
C 4.5768 -2.3619 -0.6174 -0.04 -0.12 -0.08 -1.997
C -1.0992 0.8616 3.6565 1.25 -0.54 1.49 -0.191
C -2.5172 0.9038 1.7712 -1.14 3.19 0.78 -0.751
C 0.6015 2.8059 1.9548 0.19 1.34 0.86 -0.168
C 8.7373 1.2827 2.1558 0.12 0.01 -0.14 -1.946
C 10.3103 1.9885 -2.2136 0.05 0.10 -0.08 -1.986
C -11.9810 6.2169 5.8821 0.00 -0.11 -0.14 -2.015
C 0.5427 -9.0732 -1.3934 -0.22 -0.03 -0.09 -1.998
C 0.0362 -3.8394 -7.2722 -0.03 0.09 0.02 -2.022
C -6.9693 -2.7079 -4.8403 0.12 -0.03 0.06 -1.990
H -1.2242 1.9923 3.7118 0.01 -1.60 -0.55 0.071
H 0.6152 5.9684 3.1060 -0.58 -0.70 -1.00 0.098
H 1.8215 4.1042 3.2749 -1.58 -0.14 -0.23 0.114
H 0.1450 -0.3873 2.1962 -0.01 1.47 1.23 0.124
H 0.8158 -0.2497 3.8919 -0.81 0.88 -1.37 0.119
H 1.1857 3.1654 1.0338 -0.92 -0.71 1.33 0.078
H -1.1772 0.4792 4.7444 -0.15 0.55 -1.85 0.142
H -0.4987 2.6438 1.6704 1.72 0.15 0.32 0.097
H 1.9703 1.9128 3.5136 -1.19 -0.66 -0.97 0.103
H 0.1644 3.7368 3.9937 0.37 0.57 -1.22 0.115
H 2.0312 1.0955 1.8789 -1.05 0.63 1.32 0.108
```
Forces are in eV/Å.

Results
Charge: 0
Maximum force: 0.1044 hartree/bohr
DFT total energy: -47892.499813 Eh

=====

The following is a quantum chemistry calculation of a 2-piece molecular cluster, C2H11N2 overall, from the OMol25 dataset.

Structure (XYZ):
```
15
Properties=species:S:1:pos:R:3:forces:R:3:nbo_charge:R:1
N 0.2450 0.2281 -0.3541 -2.25 1.17 -0.37 -0.722
N -2.2695 0.0954 -1.5724 0.32 -0.22 -0.03 -1.094
C 0.5198 -0.3131 1.0109 -0.09 0.04 -0.12 -0.215
C 1.9646 -0.1434 1.4190 0.13 -0.72 0.19 -0.641
H 0.1929 -1.3505 0.9149 0.29 -0.02 0.32 0.223
H -3.0194 -0.5792 -1.4730 -0.15 0.17 0.33 0.402
H 2.5080 -1.0102 1.0266 0.19 0.07 0.61 0.232
H -2.0039 0.0173 -2.5508 0.04 0.27 0.03 0.388
H -0.8245 0.1507 -0.5256 0.69 -0.75 -0.65 0.474
H 2.4413 0.6987 0.9412 -0.09 0.59 0.01 0.225
H 2.0421 -0.0249 2.5181 0.18 -0.34 -0.74 0.256
H -2.6162 1.0318 -1.4042 -0.42 -0.05 -0.23 0.389
H 0.7005 -0.2021 -1.1576 0.22 -0.31 0.35 0.432
H 0.2970 1.2434 -0.4991 0.89 -0.11 0.57 0.425
H -0.1777 0.1582 1.7061 0.06 0.21 -0.26 0.226
```
Forces are in eV/Å.

Results
Charge: +1
Maximum force: 0.0498 hartree/bohr
DFT total energy: -192.069591 Eh

=====

The evaluated E_HOMO for the records listed, in turn: -10.40 -15.43 eV.